Entry 1:
{"formula": "C6H19IO4P2", "method": "ωB97M-V/def2-TZVPD", "symbols": ["C", "C", "I", "C", "P", "H", "H", "H", "H", "H", "H", "H", "H", "H", "H", "C", "O", "P", "O", "O", "C", "O", "C", "H", "H", "H", "H", "H", "H", "H", "H", "H"], "coordinates": [[-0.8416, 1.6729, 3.7414], [-0.1285, 0.9775, 2.5750], [0.8668, -0.7393, 3.4428], [0.9207, 1.8944, 1.9226], [0.4187, 3.7305, 1.7556], [-0.1110, 2.1790, 4.3705], [-1.3729, 0.9445, 4.3500], [-1.5661, 2.3967, 3.3624], [-0.8554, 0.6304, 1.8454], [1.0688, 1.5199, 0.9028], [1.8769, 1.7784, 2.4377], [-0.8418, 3.3264, 1.2110], [0.6486, 3.9789, 3.1327], [1.5373, 3.9804, 0.9230], [-0.0117, 5.1239, 1.6133], [-2.4258, -2.9049, -1.3099], [-1.2234, -2.1162, -1.1936], [-0.1692, -2.1555, -2.3836], [0.5066, -3.4590, -2.4358], [0.7679, -0.9797, -1.8179], [1.3375, -1.0984, -0.5160], [-0.3837, -1.5186, -3.8110], [0.7249, -1.6238, -4.7198], [-3.0850, -2.6064, -0.5001], [-2.9276, -2.7238, -2.2597], [-2.1834, -3.9624, -1.2145], [1.6295, -2.1262, -0.2986], [0.6348, -0.7404, 0.2351], [2.2242, -0.4674, -0.4893], [0.8503, -2.6532, -5.0466], [1.6368, -1.2598, -4.2515], [0.4766, -0.9987, -5.5733]], "forces_ev_per_angstrom": [[0.00, -0.42, -0.18], [0.27, 0.97, 0.63], [-0.10, -0.21, -0.28], [-0.32, -0.75, -0.34], [-0.06, 0.08, 0.07], [-0.06, 0.02, 0.10], [-0.11, 0.09, 0.04], [0.03, 0.09, 0.05], [0.07, -0.29, 0.03], [0.19, 0.15, -0.04], [0.03, 0.35, 0.07], [0.02, 0.01, -0.03], [-0.01, -0.04, 0.02], [0.00, -0.04, -0.04], [0.05, 0.01, -0.09], [0.02, -0.20, 0.17], [-1.47, 0.46, -1.54], [3.62, 0.07, 1.52], [-0.54, -0.26, -0.35], [-0.02, -0.03, -0.07], [0.10, 0.06, 0.05], [-1.67, 0.04, 0.36], [0.03, -0.06, -0.32], [0.06, 0.04, 0.03], [0.02, 0.03, -0.01], [0.04, 0.01, -0.04], [-0.07, -0.02, -0.01], [-0.05, -0.12, 0.02], [0.00, 0.00, -0.05], [0.01, -0.04, 0.11], [-0.02, -0.02, 0.07], [-0.06, 0.03, 0.05]], "smiles": "C[C@H](I)C[PH4].COP(=O)(OC)OC", "total_energy_ev": -41397.323}

Entry 2:
{"formula": "C14H11N5ReS3", "method": "ωB97M-V/def2-TZVPD", "symbols": ["Re", "S", "C", "S", "C", "C", "N", "C", "N", "C", "N", "C", "C", "N", "H", "H", "H", "H", "H", "H", "S", "C", "N", "C", "C", "C", "C", "C", "C", "H", "H", "H", "H", "H"], "coordinates": [[1.0956, -0.4194, 0.3422], [2.9096, 0.9479, 0.5333], [0.8432, 2.1139, -1.3829], [-0.6094, 0.7781, 0.8304], [0.8757, 2.1986, -2.7048], [-0.1615, 2.9141, -3.3876], [-1.0140, 3.4621, -3.9261], [1.9465, 1.5193, -3.3753], [2.8175, 0.8960, -3.7885], [-0.4153, 4.6683, -0.1096], [0.3354, 3.5675, 0.5413], [0.6111, 3.6772, 1.9771], [0.3496, 2.3742, -0.0258], [1.5357, 1.4973, -0.3285], [-1.0067, 5.1734, 0.6504], [-1.0906, 4.2701, -0.8640], [0.2791, 5.3720, -0.5646], [0.8988, 4.7029, 2.1926], [1.4380, 3.0244, 2.2521], [-0.2774, 3.4233, 2.5606], [1.3188, -4.7623, -0.5642], [1.6428, -3.1547, -0.3689], [0.6866, -2.4301, 0.2481], [-0.4200, -3.2452, 0.5800], [-1.5822, -2.8546, 1.2349], [-2.5281, -3.8290, 1.4737], [-2.3328, -5.1631, 1.0805], [-1.1782, -5.5574, 0.4416], [-0.2236, -4.5691, 0.1985], [2.5716, -2.7179, -0.7215], [-1.7515, -1.8374, 1.5589], [-3.4441, -3.5614, 1.9824], [-3.1015, -5.8943, 1.2890], [-1.0188, -6.5848, 0.1448]], "forces_ev_per_angstrom": [[0.13, -0.28, -0.07], [-0.22, 0.04, -0.02], [-0.01, -0.24, 0.26], [-0.32, 0.00, 0.32], [-0.10, 0.12, 0.08], [0.12, -0.14, -0.21], [0.00, 0.04, 0.08], [-0.06, 0.01, -0.03], [-0.01, 0.01, 0.00], [0.11, -0.12, 0.08], [-0.38, 0.00, 0.09], [0.07, 0.05, -0.10], [0.33, 0.17, -0.27], [0.25, 0.00, -0.09], [-0.01, 0.02, -0.02], [0.03, 0.01, -0.04], [0.01, 0.03, 0.02], [0.00, 0.00, 0.01], [-0.03, -0.03, 0.02], [0.00, 0.01, 0.01], [0.02, -0.34, -0.09], [-0.13, 0.45, 0.18], [0.15, 0.11, -0.24], [0.25, 0.30, 0.00], [-0.12, -0.13, 0.02], [-0.03, -0.04, 0.01], [-0.03, 0.05, 0.03], [0.03, 0.12, 0.01], [-0.10, -0.23, 0.00], [-0.01, -0.02, -0.01], [0.05, 0.02, -0.02], [0.00, -0.01, 0.00], [0.00, 0.01, 0.00], [0.01, 0.01, 0.00]], "total_energy_ev": -56760.393, "multiplicity": 2, "relative_energy_kj_mol": 425.9, "total_charge": 2}

Entry 3:
{"formula": "C4H10OS", "method": "ωB97M-V/def2-TZVPD", "symbols": ["C", "C", "C", "S", "C", "O", "H", "H", "H", "H", "H", "H", "H", "H", "H", "H"], "coordinates": [[1.7301, -0.1152, -0.8374], [0.3803, -0.2573, -0.0462], [0.0494, -1.6709, 0.3753], [-0.9295, 0.2228, -1.1336], [0.4279, 0.8412, 1.1036], [-0.7500, 0.9235, 1.8301], [1.6588, 0.8913, -1.2936], [1.8311, -1.0301, -1.4303], [2.5183, -0.2063, -0.1230], [-1.0098, -1.7674, 0.7697], [0.0995, -2.2494, -0.5455], [0.6673, -2.1733, 1.1162], [-0.7586, -0.6617, -2.1259], [1.2848, 0.6688, 1.6859], [0.5978, 1.8645, 0.6010], [-1.5435, 0.9244, 1.2702]], "forces_ev_per_angstrom": [[-1.72, -0.40, 1.03], [1.52, 0.85, 0.69], [-1.21, -0.71, 0.65], [-1.34, 1.11, -0.91], [-1.28, 1.03, -3.54], [-0.59, -0.31, 1.17], [0.67, -0.97, -0.31], [-0.03, 0.71, -0.78], [0.86, 0.36, 0.54], [1.20, 0.30, -0.51], [-0.09, -0.38, 0.06], [0.51, 0.35, 0.07], [0.12, -0.11, 0.16], [0.77, -0.47, 1.33], [0.03, -1.37, 0.37], [0.60, 0.01, -0.03]], "smiles": "CC(C)(S)CO", "total_energy_ev": -17192.166, "relative_energy_kj_mol": 63.6}